# 1
# C31H37Cl2NO4PS3Se2Y

A molecular structure, C31H37Cl2NO4PS3Se2Y (the ωB97M-V functional and the def2-TZVPD basis, the OMol25 dataset).

## Properties
* energy above the lowest of the compared OMol25 structures with the same formula, charge and spin: 15.30 kcal per mole
* total charge: -2

Element x y z (Å)
Y (-0.29, -0.59, -0.94)
C (-1.07, 3.92, -0.63)
C (0.43, 4.06, -0.32)
S (1.19, 2.44, -0.03)
C (2.69, 2.57, -1.03)
C (2.49, 2.62, -2.54)
S (1.42, 1.33, -3.23)
C (0.18, 2.30, -4.11)
C (-0.58, 3.36, -3.31)
S (-1.51, 2.70, -1.90)
H (-1.60, 3.58, 0.26)
H (-1.48, 4.89, -0.91)
H (0.94, 4.60, -1.12)
H (0.51, 4.68, 0.58)
H (3.25, 3.46, -0.72)
H (3.27, 1.70, -0.73)
H (2.10, 3.59, -2.85)
H (3.48, 2.52, -3.01)
H (0.62, 2.78, -4.99)
H (-0.51, 1.53, -4.47)
H (0.11, 4.11, -2.93)
H (-1.26, 3.87, -3.99)
O (-4.19, -0.21, 1.35)
C (-3.00, -0.39, 1.12)
O (-2.43, -0.36, -0.04)
C (-2.04, -0.67, 2.28)
P (-0.57, 0.42, 2.11)
C (0.57, -0.29, 3.34)
C (0.81, 0.22, 4.61)
C (1.72, -0.40, 5.46)
C (2.39, -1.54, 5.05)
C (2.15, -2.06, 3.78)
C (1.26, -1.43, 2.93)
C (-1.16, 1.98, 2.85)
C (-0.21, 2.98, 3.11)
C (-0.61, 4.23, 3.55)
C (-1.96, 4.52, 3.71)
C (-2.90, 3.54, 3.44)
C (-2.51, 2.28, 3.02)
H (-1.66, -1.69, 2.13)
H (-2.54, -0.61, 3.25)
H (0.29, 1.11, 4.95)
H (1.91, 0.02, 6.44)
H (3.11, -2.02, 5.70)
H (2.68, -2.94, 3.43)
H (1.12, -1.81, 1.92)
H (0.84, 2.77, 2.95)
H (0.14, 4.99, 3.75)
H (-2.27, 5.51, 4.04)
H (-3.96, 3.76, 3.55)
H (-3.27, 1.54, 2.80)
O (-2.01, -5.51, -4.12)
C (-2.97, -4.89, -3.25)
C (-2.40, -3.62, -2.59)
C (-3.54, -3.16, -1.63)
O (-4.10, -1.89, -1.89)
C (-1.11, -4.07, -1.85)
Se (-0.59, -3.29, -0.11)
C (-2.13, -2.64, -3.74)
Se (-1.47, -0.79, -3.50)
H (-2.48, -6.13, -4.68)
H (-3.26, -5.59, -2.46)
H (-3.86, -4.62, -3.82)
H (-3.18, -3.22, -0.60)
H (-4.38, -3.86, -1.72)
H (-3.56, -1.21, -1.45)
H (-0.27, -3.99, -2.53)
H (-1.21, -5.13, -1.61)
H (-3.06, -2.52, -4.29)
H (-1.41, -3.13, -4.41)
Cl (3.91, 0.54, 1.85)
C (4.00, -0.76, 0.66)
C (5.14, -1.54, 0.65)
C (5.31, -2.55, -0.30)
C (4.29, -2.73, -1.25)
C (3.18, -1.94, -1.21)
Cl (1.93, -2.12, -2.44)
C (2.87, -0.91, -0.22)
N (1.75, -0.26, -0.20)
H (5.91, -1.34, 1.39)
H (6.19, -3.17, -0.31)
H (4.38, -3.48, -2.03)

Atomic partial charges in e from the Löwdin method, atoms 1 to 6: Y 0.811; C -0.538; C -0.522; S 0.803; C -0.528; C -0.508


# 2
# C2H6N4

A molecular structure, C2H6N4 in a non-equilibrium geometry (the ωB97M-V functional and the def2-TZVPD basis, the OMol25 dataset).

## Properties
* energy above the lowest of the compared OMol25 structures with the same formula, charge and spin: 93.09 kcal per mole

Element x y z (Å)
C (-0.31, -0.03, -0.40)
C (1.62, 0.58, 0.90)
N (-0.01, -0.58, -1.54)
N (-1.64, -0.42, -0.33)
N (-1.35, -1.12, -1.58)
N (0.22, 0.84, 0.60)
H (1.75, 1.04, 1.91)
H (1.98, -0.37, 0.89)
H (2.18, 1.14, 0.08)
H (-2.16, -0.82, 0.37)
H (-1.91, -0.88, -2.31)
H (-0.39, 0.63, 1.41)

Atomic partial charges in e from the Löwdin method, atoms 1 to 6: C -0.453; C -0.115; N 0.073; N 0.054; N -0.036; N -0.023


# 3
# C4H3NO2

A single C4H3NO2 molecule (the ωB97M-V functional and the def2-TZVPD basis, the OMol25 dataset).

## Properties
* energy above the lowest of the compared OMol25 structures with the same formula, charge and spin: 53.20 kcal per mole
* SMILES: O=Cc1ccon1

Element x y z (Å)
O (-2.68, 0.34, -0.31)
C (-1.67, -0.02, -0.87)
C (-0.37, -0.28, -0.17)
C (0.38, 0.66, 0.58)
C (1.56, 0.02, 0.77)
O (1.52, -1.20, 0.23)
N (0.30, -1.39, -0.38)
H (-1.60, -0.09, -1.97)
H (0.08, 1.65, 0.88)
H (2.48, 0.32, 1.24)

Atomic partial charges in e from the Löwdin method, atoms 1 to 6: O 0.080; C -0.188; C -0.266; C 0.004; C -0.102; O -0.026